Record 1
{"formula": "C19H20F6NO2", "method": "the ωB97M-V functional and the def2-TZVPD basis", "species": ["O", "C", "C", "N", "C", "C", "O", "C", "C", "C", "C", "C", "C", "F", "F", "F", "C", "C", "C", "C", "C", "C", "C", "F", "F", "F", "C", "C", "H", "H", "H", "H", "H", "H", "H", "H", "H", "H", "H", "H", "H", "H", "H", "H", "H", "H", "H", "H"], "coordinates": [[2.0974, -2.4554, 2.5254], [1.3946, -3.0284, 1.4047], [-0.0626, -2.5763, 1.4124], [-0.1717, -1.0445, 1.2334], [-1.3388, -0.5972, 2.0808], [-0.9941, 0.3888, 3.2084], [-0.0307, -0.1696, 4.0715], [-0.0125, -0.6521, -0.3623], [-1.2666, -0.0250, -1.0366], [-2.4728, -0.7577, -0.9333], [-3.7160, -0.1610, -1.1461], [-3.7729, 1.1460, -1.5625], [-5.0923, 1.8109, -1.7553], [-5.0812, 3.0487, -1.1669], [-6.1388, 1.1123, -1.2205], [-5.3246, 1.9512, -3.1025], [-2.6215, 1.8658, -1.8685], [-1.3696, 1.2513, -1.6712], [1.3084, 0.0141, -0.7488], [1.4940, 1.3917, -0.5638], [2.7205, 1.9805, -0.8841], [3.7253, 1.2054, -1.4273], [5.0472, 1.8268, -1.7340], [6.0501, 1.0204, -1.2514], [5.2350, 1.9853, -3.0820], [5.1745, 3.0513, -1.1307], [3.5888, -0.1542, -1.6434], [2.3607, -0.7498, -1.3432], [2.9381, -2.9463, 2.6503], [1.9585, -2.6667, 0.5192], [1.3492, -4.1384, 1.4383], [-0.7991, -3.0227, 0.7047], [-0.4701, -2.8716, 2.3827], [0.6449, -0.6918, 1.7193], [-2.0832, -0.2900, 1.3404], [-1.7745, -1.4887, 2.5910], [-0.5586, 1.3075, 2.8110], [-1.9161, 0.6344, 3.7499], [0.0551, 0.3644, 4.8771], [0.1198, -1.7169, -0.6335], [-2.5165, -1.7960, -0.5785], [-4.6581, -0.6912, -1.0015], [-2.7346, 2.8758, -2.2464], [-0.5006, 1.8691, -1.9406], [0.6770, 2.0501, -0.2139], [2.8773, 3.0466, -0.7448], [4.4189, -0.7085, -2.0702], [2.2429, -1.7980, -1.6566]], "forces_ev_per_a": [[-0.4, -0.7, -0.2], [0.6, -0.1, -0.6], [-0.1, 0.3, 0.0], [0.1, -0.5, 0.7], [-0.9, -0.3, 0.2], [0.1, 0.6, -0.5], [0.1, -0.6, 0.1], [0.2, -1.1, -1.0], [-0.8, -0.2, 0.4], [-0.1, 0.1, 0.6], [0.2, -0.5, -0.2], [0.2, 0.3, 0.0], [-1.0, 0.5, -0.3], [-0.3, -1.0, -0.8], [1.0, 0.7, -0.6], [-0.1, 0.2, 1.4], [0.4, -1.1, 0.1], [0.1, 0.5, 0.7], [0.3, -0.1, 0.3], [0.1, 0.2, 0.2], [-0.6, 0.0, -0.1], [0.3, 0.2, 0.4], [1.1, 0.5, 0.0], [-0.7, 0.9, -0.7], [0.0, -0.1, 1.4], [0.1, -1.2, -0.8], [-1.0, -0.1, 0.0], [-0.2, 0.2, 0.1], [-0.8, 0.5, -0.2], [-0.6, -0.6, 0.1], [0.3, 0.6, -0.1], [1.1, 0.1, 0.0], [0.2, 0.5, 0.1], [0.6, 0.3, 0.0], [-0.1, 0.6, 0.7], [0.4, 0.6, -0.6], [-0.3, 0.3, -0.3], [0.0, -0.1, -0.3], [-0.1, -0.2, -0.4], [-0.4, 0.8, -0.7], [0.4, 0.4, -0.1], [0.4, -0.1, 0.0], [0.3, -0.1, -0.1], [-0.3, -0.6, 0.3], [0.6, -0.7, 0.1], [-0.1, -0.2, 0.0], [-0.3, -0.1, 0.0], [-0.2, 0.4, 0.5]], "lumo_energy_ev": -3.3, "e_homo_ev": -13.0, "smiles": "OCC[NH+](CCO)C(c1ccc(C(F)(F)F)cc1)c1ccc(C(F)(F)F)cc1", "orbital_gap_ha": 0.3586, "e_above_lowest_kcal_mol": 0.0, "total_charge": 1}

=====

Record 2
{"formula": "C19H20IrN2", "method": "the ωB97M-V functional and the def2-TZVPD basis", "species": ["C", "C", "C", "C", "C", "Ir", "N", "C", "C", "H", "H", "H", "H", "H", "H", "H", "H", "H", "H", "C", "C", "C", "C", "C", "C", "N", "C", "C", "C", "C", "C", "C", "H", "H", "H", "H", "H", "H", "H", "H", "H", "H"], "coordinates": [[-2.9957, -2.1587, 0.4450], [-3.4415, -1.0477, 1.2348], [-2.4403, -0.7686, 2.2325], [-1.3813, -1.7228, 2.0689], [-1.7259, -2.5840, 0.9628], [-1.5674, -0.5063, 0.2982], [-1.4826, -0.0419, -1.8910], [-2.2895, 0.9439, -2.2999], [-2.6733, 1.0637, -0.6866], [-2.4785, 0.0208, 2.9773], [-4.3714, -0.5042, 1.0976], [-0.4893, -1.7959, 2.6837], [-1.1278, -3.4018, 0.5730], [-3.5196, -2.6005, -0.3996], [-3.7444, 0.8742, -0.5737], [-3.1848, 0.6670, -2.8778], [-0.9525, -0.5960, -2.5576], [-2.3759, 2.0441, -0.3126], [-1.8046, 1.8655, -2.6531], [3.3665, -1.8064, 2.3391], [2.4964, -2.6062, 1.5899], [1.5192, -2.0183, 0.7946], [1.3529, -0.6153, 0.8008], [2.2548, 0.1851, 1.5389], [3.2567, -0.4101, 2.2947], [0.3371, 0.0237, 0.0481], [0.7899, 1.0595, -0.7844], [0.2206, 2.3487, -0.7913], [0.7400, 3.3314, -1.6275], [1.8722, 3.0720, -2.4092], [2.4823, 1.8132, -2.3591], [1.9446, 0.8115, -1.5609], [4.1379, -2.2728, 2.9539], [2.5759, -3.6944, 1.6133], [0.8666, -2.6251, 0.1618], [2.1462, 1.2719, 1.4839], [3.9493, 0.2213, 2.8515], [-0.6012, 2.5654, -0.1089], [0.2610, 4.3115, -1.6621], [2.2832, 3.8526, -3.0530], [3.3799, 1.6040, -2.9412], [2.4141, -0.1741, -1.4947]], "forces_ev_per_a": [[-0.5, -1.1, 0.5], [-0.3, -0.4, 0.5], [-0.7, -0.4, 1.0], [-0.3, -0.3, 0.5], [-0.5, -0.4, 0.0], [1.7, 2.4, -2.7], [3.1, -4.6, -1.5], [-2.6, 2.4, 3.5], [-1.4, 2.2, -1.1], [-0.1, -0.3, -0.1], [0.3, -0.1, 0.0], [-0.2, 0.1, -0.3], [-0.2, 0.2, 0.2], [0.1, 0.1, 0.3], [0.0, 0.3, 0.2], [0.4, -0.1, -0.3], [0.6, 0.0, -0.7], [-0.5, 0.0, 0.1], [0.0, -0.3, -0.3], [-0.1, -1.0, 0.1], [0.4, 0.4, 0.3], [-0.3, -0.1, -0.3], [0.2, 1.0, -0.1], [0.0, -0.5, -0.1], [-0.2, 0.7, -0.3], [0.3, 0.2, 0.6], [1.0, -0.9, 0.0], [-0.4, 0.0, 0.3], [0.5, -0.1, -0.4], [-0.6, 0.7, -0.1], [0.2, -0.7, 0.2], [-0.2, 0.4, 0.0], [-0.2, 0.1, -0.1], [0.1, 0.2, 0.0], [0.3, 0.2, 0.2], [0.0, -0.3, 0.1], [-0.1, -0.2, -0.1], [0.3, 0.0, -0.2], [0.2, -0.2, 0.1], [-0.1, -0.2, 0.2], [-0.2, 0.1, 0.1], [-0.1, 0.3, -0.1]], "s2": 6.029, "spin_multiplicity": 5, "lumo_energy_ev": [2.8, 2.0], "e_homo_ev": [0.8, -4.1], "orbital_gap_ha": [0.0733, 0.2246], "total_charge": -1}

=====

Record 3
{"formula": "C19H20N2O3S", "method": "the ωB97M-V functional and the def2-TZVPD basis", "species": ["C", "C", "O", "C", "C", "C", "C", "C", "N", "C", "O", "C", "C", "C", "N", "C", "O", "C", "C", "C", "C", "S", "C", "C", "C", "H", "H", "H", "H", "H", "H", "H", "H", "H", "H", "H", "H", "H", "H", "H", "H", "H", "H", "H", "H"], "coordinates": [[-5.3364, 5.8358, 2.0742], [-4.0647, 5.3086, 1.4596], [-3.3775, 5.9926, 0.7336], [-3.6850, 3.9074, 1.7834], [-4.4396, 3.0699, 2.6038], [-4.0043, 1.7806, 2.8496], [-2.8295, 1.3009, 2.2972], [-2.0672, 2.1285, 1.4760], [-0.8706, 1.7232, 0.8783], [-0.2184, 0.5294, 0.9819], [-0.5985, -0.3953, 1.6637], [1.0539, 0.4988, 0.1328], [1.9559, -0.6808, 0.5152], [1.3572, -2.0106, 0.0521], [1.0803, -1.9659, -1.3623], [1.6832, -2.6830, -2.3337], [1.3322, -2.6315, -3.5010], [2.8125, -3.5629, -1.9394], [2.9565, -4.8811, -2.2533], [4.2060, -5.4117, -1.8648], [5.0093, -4.4834, -1.2876], [4.2535, -2.9436, -1.1933], [0.1213, -0.9442, -1.7151], [0.6987, 0.4270, -1.3621], [-2.5046, 3.4236, 1.2271], [-5.4861, 6.8655, 1.7598], [-6.1838, 5.2344, 1.7525], [-5.2718, 5.7958, 3.1593], [-5.3589, 3.4133, 3.0497], [-4.5885, 1.1316, 3.4847], [-2.4990, 0.2961, 2.4989], [-0.4407, 2.4334, 0.3008], [1.5987, 1.4313, 0.3236], [2.0846, -0.7079, 1.5975], [2.9349, -0.5464, 0.0503], [2.0330, -2.8335, 0.2812], [0.4146, -2.1780, 0.5827], [2.1840, -5.4494, -2.7387], [4.4922, -6.4367, -2.0174], [6.0062, -4.5994, -0.9116], [-0.0711, -1.0199, -2.7869], [-0.8103, -1.1180, -1.1658], [-0.0192, 1.2033, -1.6329], [1.6072, 0.5845, -1.9475], [-1.9339, 4.0882, 0.5931]], "forces_ev_per_a": [[0.1, 0.3, -0.2], [-0.2, 0.2, 0.1], [0.0, 0.0, 0.0], [0.4, -0.5, -0.1], [0.0, 0.2, -0.1], [0.0, 0.0, 0.0], [0.0, -0.2, 0.1], [-0.4, 0.1, 0.2], [0.0, 0.4, -0.2], [0.5, 0.3, -0.3], [-0.1, -0.2, 0.2], [0.2, -0.1, 0.0], [-0.3, -0.1, 0.1], [0.2, -0.1, 0.5], [-0.1, 0.1, 0.1], [-0.1, -0.1, -0.2], [0.0, -0.1, -0.2], [0.6, 0.0, 0.1], [-0.3, 0.3, 0.1], [0.2, 0.0, 0.1], [-0.1, 0.3, 0.1], [-0.2, -0.5, -0.2], [-0.1, 0.3, -0.4], [-0.1, -0.1, 0.1], [-0.1, 0.0, 0.1], [0.0, 0.0, 0.0], [-0.1, -0.1, 0.0], [-0.1, 0.0, 0.1], [-0.1, 0.1, 0.0], [0.0, -0.1, 0.0], [0.0, 0.0, 0.0], [0.0, -0.2, 0.1], [-0.1, 0.0, 0.0], [0.1, 0.0, 0.0], [0.0, 0.0, 0.0], [-0.1, 0.1, 0.0], [0.2, -0.1, -0.1], [-0.2, -0.1, -0.1], [0.1, -0.2, 0.0], [0.2, -0.1, 0.1], [-0.1, 0.0, 0.2], [0.0, 0.0, -0.1], [0.0, 0.0, 0.0], [0.0, 0.0, 0.0], [0.1, 0.1, -0.1]], "lumo_energy_ev": 0.2, "e_homo_ev": -8.9, "smiles": "CC(=O)c1cccc(NC(=O)C2CCN(C(=O)c3cccs3)CC2)c1", "orbital_gap_ha": 0.3348, "e_above_lowest_kcal_mol": 7.8}

=====

Record 4
{"formula": "C19H20N2O4PtSSeTe", "method": "the ωB97M-V functional and the def2-TZVPD basis", "species": ["Pt", "C", "C", "C", "C", "C", "C", "C", "S", "O", "O", "N", "C", "C", "O", "O", "H", "H", "H", "H", "H", "H", "H", "H", "H", "Se", "C", "N", "C", "C", "C", "C", "C", "C", "Te", "C", "C", "C", "H", "H", "H", "H", "H", "H", "H", "H", "H", "H", "H"], "coordinates": [[-1.3992, 1.9660, 1.1005], [1.4195, -0.0401, -2.8786], [1.1071, 0.7485, -1.6349], [1.8472, 0.4803, -0.4316], [1.6833, 1.2223, 0.6844], [0.7588, 2.3190, 0.6710], [-0.0059, 2.5902, -0.4912], [0.1974, 1.7493, -1.6411], [0.8027, 3.5740, 1.9440], [0.9394, 4.8214, 1.2373], [1.8649, 3.2154, 2.8609], [-0.6562, 3.4313, 2.5358], [-0.7823, 2.7211, 3.8194], [-2.0818, 1.9522, 3.8683], [-2.5907, 1.6842, 4.9459], [-2.5656, 1.5726, 2.7202], [1.3504, -1.1121, -2.6940], [2.4391, 0.1701, -3.2191], [0.7327, 0.2166, -3.6866], [2.5650, -0.3342, -0.4324], [2.2706, 1.0585, 1.5773], [-0.4309, 3.5765, -0.6252], [-0.3525, 1.9707, -2.5491], [-0.7625, 3.4217, 4.6519], [0.0197, 1.9940, 3.9867], [-5.1091, 5.5217, -0.1569], [-3.8577, 4.2126, 0.0654], [-3.0685, 3.3672, 0.1644], [1.8592, -4.8029, -2.0518], [0.9959, -3.7540, -1.3971], [1.2564, -3.3006, -0.1171], [0.4518, -2.3452, 0.5163], [0.8574, -1.9295, 1.9066], [-0.6541, -1.8078, -0.1619], [-2.0761, -0.5650, 0.8409], [-0.9041, -2.2407, -1.4831], [-2.0294, -1.6648, -2.3050], [-0.0942, -3.2098, -2.0668], [2.7334, -5.0287, -1.4390], [2.2102, -4.4708, -3.0321], [1.3059, -5.7340, -2.2031], [2.1084, -3.7051, 0.4249], [1.2319, -2.7889, 2.4686], [0.0294, -1.4782, 2.4491], [1.6548, -1.1846, 1.8584], [-1.9409, -0.5772, -2.3633], [-2.9974, -1.8603, -1.8431], [-2.0182, -2.0812, -3.3156], [-0.3155, -3.5414, -3.0789]], "forces_ev_per_a": [[1.3, -0.2, 1.0], [0.0, 0.0, 0.1], [0.3, -0.2, 0.1], [0.0, -0.1, -0.4], [-0.1, 0.3, 0.0], [-0.4, -0.3, 0.1], [-0.2, -0.1, -0.1], [-0.1, 0.3, 0.1], [0.6, 0.2, -0.5], [0.0, 0.1, 0.0], [0.0, -0.1, 0.2], [-0.3, -0.1, 0.0], [0.1, 0.3, -0.3], [-0.3, -0.2, 0.0], [-0.1, 0.0, 0.0], [-0.4, 0.0, 0.4], [0.0, 0.0, 0.0], [0.0, 0.0, 0.0], [0.0, 0.0, 0.0], [0.0, 0.0, 0.0], [0.0, 0.0, 0.0], [0.1, 0.0, -0.1], [0.0, 0.0, 0.0], [0.0, 0.1, 0.0], [0.1, 0.0, -0.1], [0.1, -0.1, 0.0], [-0.1, 0.1, -0.2], [-0.3, 0.2, -0.1], [0.0, 0.0, 0.0], [0.0, 0.0, 0.0], [0.0, 0.0, 0.0], [0.0, 0.0, -0.1], [-0.1, 0.0, 0.0], [0.1, 0.0, -0.1], [-0.1, -0.1, -0.4], [0.0, 0.0, 0.0], [0.1, 0.0, 0.1], [0.0, 0.0, 0.0], [0.0, 0.0, 0.0], [0.0, 0.0, 0.0], [0.0, 0.0, 0.0], [0.0, 0.0, 0.0], [0.0, 0.0, 0.0], [0.0, 0.0, 0.0], [0.0, 0.0, 0.0], [0.0, 0.0, 0.0], [0.0, 0.0, 0.0], [0.0, 0.0, 0.0], [0.0, 0.0, 0.0]], "lumo_energy_ev": 4.0, "e_homo_ev": -1.6, "orbital_gap_ha": 0.2050, "e_above_lowest_kcal_mol": 13.2, "total_charge": -2}